1.
Density functional theory data (the ωB97M-V functional and the def2-TZVPD basis) for a 18-piece molecular cluster, H37O18 overall.

E_HOMO	-13.32	eV
gap between HOMO and LUMO	11.0144	eV
total charge	+1
lowest unoccupied orbital energy	-0.0848	Ha

```
55
Properties=species:S:1:pos:R:3:forces:R:3:mulliken_charge:R:1
O -1.78729 -1.15819 2.54645 -0.1 -0.1 0.0 -0.6541
H -3.33673 1.04964 0.28915 0.2 0.2 -1.0 0.2197
H 1.18276 2.58983 1.16808 0.0 0.1 -0.3 0.3991
O 1.97869 2.03140 1.08103 -0.2 0.7 0.7 -0.3929
H -2.10971 -1.76538 1.87088 0.0 -0.2 0.2 0.3260
O 0.09322 0.30663 1.23411 1.6 0.8 -0.2 -0.4188
H 0.02579 -0.64300 1.31007 -0.6 -0.1 0.1 0.2137
H -0.75946 0.72740 1.11213 -0.4 -0.5 -0.1 0.2985
O 5.03898 1.87205 -1.31387 0.5 0.5 -0.1 -0.5489
H 4.92263 2.68929 -1.81434 -0.3 -0.1 -0.1 0.2777
H 5.97745 1.93926 -1.09437 -0.1 -0.3 0.2 0.2939
O -4.92145 -0.80162 2.77116 -0.4 0.2 0.2 -0.5619
H -5.67342 -0.20554 2.86138 0.0 0.2 -0.3 0.2930
H -5.06886 -1.37542 3.52990 0.3 -0.2 0.0 0.2991
O 0.52717 -4.28377 0.50555 -0.1 0.9 0.6 -0.6166
H 1.00140 -4.57914 -0.27429 0.0 -0.4 0.1 0.2555
H -0.10076 -4.92404 0.84062 0.1 -0.5 -0.5 0.3037
O -2.45622 2.87562 -2.65342 -0.7 -0.4 0.2 -0.5986
H -2.90131 2.42757 -1.92181 0.4 0.1 0.3 0.2873
H -3.06756 2.59622 -3.34660 0.3 0.3 -0.5 0.2979
O -1.15454 4.14872 0.64533 -0.5 -0.1 -0.6 -0.5809
H -1.26228 4.26151 -0.31090 0.7 -0.1 -0.1 0.3115
H -2.03597 4.43566 0.90076 0.0 0.0 0.7 0.2808
O 1.58816 -2.92110 2.80060 0.0 1.7 -0.1 -0.6032
H 1.89415 -3.38574 3.57567 -0.2 -0.8 -0.3 0.2870
H -1.17149 -1.65072 3.10063 0.0 -0.1 -0.1 0.2673
O 2.88091 -5.57752 -1.29718 -0.4 0.2 -0.4 -0.6442
H 2.06522 -5.88096 -1.71592 0.1 -0.3 0.1 0.3253
H 3.34573 -5.20259 -2.05557 0.2 0.0 0.2 0.3248
O -0.92899 -1.10979 -1.63577 0.6 -0.2 0.1 -0.5578
H -1.49433 -1.49796 -2.30691 -0.2 0.2 -0.1 0.2736
H -1.46817 -0.51093 -1.11273 -0.4 0.0 0.0 0.2949
O 1.48417 5.17594 -1.01355 0.1 -0.2 0.0 -0.5887
H 2.28490 5.65107 -1.25447 0.0 0.2 0.0 0.2987
H 1.72516 4.25365 -1.13742 0.0 0.0 -0.1 0.2919
O -2.49111 0.58916 0.40212 -1.1 0.7 0.0 -0.5449
H 1.16657 -3.41701 2.08933 0.3 -0.9 0.2 0.4004
H -2.67856 0.37341 1.31348 0.6 -0.9 1.1 0.2592
O 4.39559 -1.24109 0.89997 -0.3 -0.1 -0.2 -0.6335
H 4.27310 -1.83075 0.14801 0.2 -0.1 0.0 0.3069
H 4.00465 -1.74733 1.62379 0.0 0.1 0.1 0.3189
O 2.51777 0.85728 -0.95792 -1.4 0.2 -0.7 -0.5830
H 1.65053 0.64514 -1.34528 0.2 -0.3 -0.3 0.3518
H 3.03843 0.04921 -1.02003 0.3 0.1 0.4 0.2539
O -1.49956 -0.51330 -4.80564 0.2 0.0 -0.5 -0.5597
H -1.69661 0.00415 -5.59556 -0.3 0.1 0.1 0.2967
H -0.68636 -0.94850 -5.08959 0.0 -0.2 0.3 0.2784
O 0.97209 1.58868 4.65709 -0.2 0.1 -0.2 -0.6097
H 0.43196 2.29351 4.28319 0.1 0.1 0.1 0.3024
H 0.33735 1.10152 5.19260 0.1 -0.1 0.1 0.3097
O -4.51951 -0.49357 -2.83983 -0.3 -0.8 -1.3 -0.5871
H -5.13198 -1.23434 -2.98365 -0.2 0.1 1.0 0.2944
H -4.24150 -0.47744 -3.77216 0.6 0.7 0.4 0.3010
H 2.01957 1.50356 0.16299 0.9 -0.2 0.1 0.4937
H 1.81962 1.33967 1.75272 -0.1 -0.3 0.1 0.3961
```
Forces are in eV/Å.

=====

2.
Density functional theory data (the ωB97M-V functional and the def2-TZVPD basis) for a 18-piece molecular cluster, H37O18 overall.

E_HOMO	-12.84	eV
gap between HOMO and LUMO	9.9069	eV
total charge	+1
lowest unoccupied orbital energy	-0.1077	Ha

```
55
Properties=species:S:1:pos:R:3:forces:R:3:mulliken_charge:R:1
O 4.81787 2.83800 -1.83126 3.7 -0.7 2.3 -0.7137
H 0.86238 -1.35484 -3.30536 0.9 -0.5 3.3 0.3703
H 5.62737 3.08903 -1.19074 -2.9 -0.2 -2.1 0.3592
O -2.27930 2.46871 2.86834 0.8 0.4 -2.2 -0.6193
H -2.08748 -0.93746 -2.14122 -2.4 0.7 -1.8 0.3139
O -1.54571 4.46786 -0.71629 0.5 2.7 0.8 -0.6574
H -0.72105 5.10449 -0.61614 -2.9 -1.8 -0.3 0.3204
H 0.14761 1.61804 3.21178 -0.1 -1.8 -0.8 0.5650
O -3.95457 -0.08715 -1.87069 -1.1 0.0 -1.7 -0.5660
H -3.01612 2.46584 2.25208 -1.4 -0.2 0.6 0.3167
H -4.55450 -0.86241 -1.73089 0.6 1.0 -0.3 0.2853
O -4.35072 -2.95463 -0.05664 -3.3 1.3 0.4 -0.5919
H -3.80522 -3.70974 -0.20173 -0.6 -1.6 0.0 0.2993
H -5.35952 -3.18226 -0.02649 3.2 0.1 -0.2 0.3036
O -1.57305 -1.20514 -1.43111 0.5 -0.7 2.5 -0.4092
H -0.71019 -1.27362 -1.79592 2.0 -0.5 -0.3 0.2616
H -0.58580 0.49270 1.86031 0.8 0.6 0.9 0.3276
O -3.12545 -0.34431 1.09415 -2.1 0.7 1.6 -0.5118
H 6.28886 -1.41500 0.67472 3.3 -1.3 0.8 0.3195
H 5.53549 -0.12116 -2.82747 -0.1 0.0 1.0 0.2966
O 2.83056 3.46594 0.19924 1.2 -3.6 -1.0 -0.6180
H 2.63921 4.35934 0.15009 -0.3 2.6 -0.5 0.2708
H 3.27187 3.15175 -0.66066 -0.6 1.0 1.6 0.3880
O -2.06890 -4.30662 -0.74436 1.2 -0.2 -0.4 -0.7189
H -1.30313 -4.23576 -1.35604 -0.8 -0.2 0.5 0.3405
H -1.45522 0.30345 3.10597 3.6 2.1 -0.6 0.5581
O -0.41905 0.66895 2.83762 -4.4 -1.3 -0.1 -0.6412
H -3.80388 -0.86253 1.63478 1.6 0.8 -1.6 0.3169
H -4.23057 0.37194 -2.72652 0.2 -1.0 1.8 0.2961
O -1.29611 -1.45899 2.17437 0.5 0.0 1.0 -0.5009
H -0.86756 -1.77154 2.97922 0.3 -0.7 -0.4 0.2755
H -1.22563 -2.09846 1.47506 0.0 -0.8 -0.2 0.2337
O 1.13517 -5.63785 0.57274 4.2 2.2 -0.5 -0.5813
H 0.65875 -4.87464 0.32977 -0.5 1.8 -0.6 0.2771
H 0.46538 -6.19594 0.71949 -3.7 -3.9 1.1 0.3061
O 1.08079 -1.49756 -2.27714 -0.1 2.5 -2.9 -0.7672
H -2.43575 -3.42544 -0.77761 0.4 0.8 -0.4 0.3862
H 1.46225 -0.59057 -2.01658 -0.7 -1.8 -0.6 0.3518
O 0.44702 1.12570 -0.26331 0.2 -1.1 0.9 -0.4437
H 0.61519 0.23686 0.15821 -0.5 1.2 -1.1 0.2462
H -0.29270 1.05962 -0.89058 0.2 -0.4 0.4 0.1701
O -2.02015 2.00339 -2.30671 0.8 0.4 0.8 -0.6386
H -1.67156 2.55348 -1.51636 -0.8 -1.7 -1.7 0.3479
H -1.89831 1.02311 -2.28749 -0.1 1.6 0.9 0.2558
O 1.48120 1.57590 3.56275 0.9 7.9 -1.7 -0.5482
H 5.13008 1.88505 -1.93566 -1.1 1.0 -0.1 0.3757
H 1.38806 0.77838 3.92724 0.3 -4.8 3.1 0.3283
O 5.47333 -1.06925 0.49145 -3.6 0.3 -0.7 -0.6887
H -2.39664 5.02059 -0.58150 2.4 -1.1 -0.4 0.3187
H 5.55995 -0.13179 0.42138 0.3 1.0 0.2 0.3593
O 5.42202 0.13895 -1.88764 -0.2 -2.2 0.1 -0.7313
H -1.67063 2.59289 2.08861 0.2 0.1 1.4 0.3056
H 5.27289 -0.71438 -1.31592 0.4 2.0 -1.5 0.4046
H -2.77428 -0.87740 0.39006 -0.3 -0.5 -0.6 0.1070
H 1.88543 2.33648 4.10662 -0.7 -2.3 -0.8 0.3883
```
Forces are in eV/Å.

=====

3.
Density functional theory data (the ωB97M-V functional and the def2-TZVPD basis) for a 18-piece molecular cluster, H37O18 overall.

spin multiplicity	2
E_HOMO (spin up / spin down)	-15.35 / -15.29	eV
gap between HOMO and LUMO (spin up / spin down)	9.7726 / 2.3006	eV
total charge	+2
lowest unoccupied orbital energy (spin up / spin down)	-0.2051 / -0.4772	Ha

```
55
Properties=species:S:1:pos:R:3:forces:R:3:mulliken_charge:R:1
O 0.81840 0.23159 -3.21798 0.7 -0.8 1.4 -0.6818
H -1.52044 1.78031 0.50454 1.6 0.7 1.2 0.3967
H -2.74451 3.58797 -3.22823 -0.3 -0.4 -0.6 0.3003
O -2.32710 3.32235 -2.40740 0.6 0.5 0.1 -0.6515
H 1.04903 -0.05262 -4.10045 0.2 0.1 -0.5 0.3188
O 0.47022 2.46973 -2.00362 -0.7 -2.1 0.1 -0.3316
H 0.27046 2.13249 -1.08855 0.2 0.4 0.4 0.3564
H -1.58666 -2.88605 -2.86899 0.2 0.1 -0.5 0.3314
O 0.50973 3.21549 4.42427 0.6 1.1 -0.5 -0.6220
H 0.39201 4.18139 4.58946 -0.1 -1.3 0.0 0.3267
H -0.18050 2.73997 4.87436 -0.5 0.1 0.4 0.3059
O -2.43753 -1.47821 -0.93788 -0.2 0.0 0.1 -0.5582
H -2.19883 -0.78927 -1.56312 -0.2 0.5 0.0 0.3063
H -1.68175 -2.05676 -0.97656 0.5 -0.4 0.2 0.2225
O 1.11438 -0.04998 -0.47732 1.1 -0.7 -0.5 -0.5695
H 2.15092 -0.24938 -0.44188 -1.6 0.4 0.1 0.4556
H 0.71324 -0.93103 -0.49240 0.0 0.3 0.1 0.1900
O -1.82803 -3.79328 1.89508 0.6 -2.4 0.5 -0.5333
H 4.17944 -0.05892 -1.03416 0.6 0.0 1.1 0.3709
H -0.05123 -5.74862 -0.17857 0.5 -0.4 -0.2 0.3665
O 0.58950 4.48170 0.59468 1.8 0.4 -1.3 -0.6301
H 1.40182 4.06604 0.19808 -1.0 0.4 0.6 0.3030
H 0.79477 5.42753 0.39535 -0.6 -0.8 0.5 0.2826
O -1.58028 -0.66355 3.33550 0.5 0.1 -1.4 -0.5560
H -0.76035 -0.90551 3.78878 -1.0 -0.1 0.6 0.3016
H 1.41449 -0.25634 -2.57178 -1.1 0.7 -0.7 0.3298
O -0.80539 -5.94021 -0.76049 -0.5 1.4 0.6 -0.4256
H -1.92536 -4.71510 2.32605 -0.2 2.0 -0.8 0.4229
H -1.32095 -5.10136 -0.64482 0.1 -0.9 -0.4 0.3398
O 5.35919 0.91113 -1.49576 0.8 -1.2 -0.8 -0.7009
H 5.43453 0.97884 -2.46068 -0.1 0.5 0.1 0.3535
H 5.98108 0.15998 -1.35858 -0.1 0.8 0.3 0.3657
O 1.58375 -4.49336 -1.20782 -0.8 0.5 -0.8 -0.6062
H 2.40702 -4.65152 -1.68718 0.1 -0.2 0.2 0.3263
H 0.97508 -4.19005 -1.92515 0.5 -0.3 0.7 0.3483
O -2.22348 1.21641 0.26098 -2.1 -0.9 -1.4 -0.5156
H -2.41184 -0.93086 3.73165 0.4 -0.1 0.8 0.2924
H -2.17554 0.38027 0.73291 0.3 0.1 0.2 0.2699
O 0.19841 1.86453 1.29201 0.1 0.9 -0.7 -0.4869
H 0.26269 1.19844 1.97121 0.2 0.0 0.4 0.1547
H 0.52236 2.71585 1.63232 -0.3 -0.3 0.4 0.2959
O -2.69146 5.25408 0.81313 -0.1 -0.1 0.1 -0.5886
H -3.45648 5.22578 1.40291 0.1 0.1 0.0 0.3176
H -2.89088 4.57132 0.16890 -0.1 -0.2 0.0 0.2687
O -0.74446 -2.61452 -3.27277 -0.1 -0.7 0.7 -0.5725
H 0.56083 1.52869 -2.45572 1.1 0.2 -0.4 0.4938
H -0.87322 -1.69891 -3.50373 -0.1 0.5 -0.2 0.2768
O 3.57105 -0.57453 -0.45150 -1.6 -0.3 -0.9 -0.6418
H -0.41149 2.64478 -2.39585 -1.0 1.2 0.2 0.4581
H 3.81194 -1.06036 0.32582 1.1 0.1 0.2 0.2761
O -0.67832 -3.71536 4.18002 1.6 -0.6 -2.1 -0.4985
H -0.42996 -3.26865 3.32787 -0.6 0.5 0.9 0.3653
H -0.01006 -4.43733 4.03000 -0.7 0.1 1.2 0.3713
H -2.34192 -3.17547 2.42434 -0.6 0.2 0.2 0.3680
H -2.24835 4.20046 -2.01128 0.2 -0.1 0.5 0.3405
```
Forces are in eV/Å.

=====

4.
Density functional theory data (the ωB97M-V functional and the def2-TZVPD basis) for a 19-piece molecular cluster, H38O19 overall.

E_HOMO	-10.72	eV
gap between HOMO and LUMO	10.8159	eV
lowest unoccupied orbital energy	0.0035	Ha

```
57
Properties=species:S:1:pos:R:3:forces:R:3:mulliken_charge:R:1
O -0.36943 -3.85405 2.73763 -0.9 -0.5 0.9 -0.6368
H -0.99154 -3.32589 2.23363 0.2 0.1 -0.2 0.2910
H 0.48697 -3.77781 2.32857 0.4 0.4 -0.6 0.4028
O 0.34105 2.38439 3.51060 -0.3 0.0 0.1 -0.6003
H 0.37415 3.18704 4.03021 0.1 0.2 0.1 0.2724
H 0.70123 1.66244 4.05689 0.1 0.1 0.0 0.3891
O -0.23215 0.10414 -3.87631 0.1 0.1 -0.3 -0.5975
H 0.12029 1.01396 -3.93353 -0.1 -0.1 0.1 0.4591
H 0.56997 -0.37882 -4.09609 -0.2 -0.4 0.0 0.2212
O -0.34458 3.99893 -1.84995 0.2 0.0 0.3 -0.6659
H -0.11936 4.34108 -2.71714 -0.3 -0.1 -0.2 0.2557
H -0.88771 3.20565 -1.92121 -0.3 -0.1 -0.5 0.3381
O -2.18645 0.92076 3.26642 -0.4 -1.3 0.2 -0.6004
H -2.33451 1.35377 2.42858 -0.1 0.7 0.4 0.3877
H -1.70511 1.47550 3.86639 0.5 0.7 -0.1 0.3149
O 0.75455 4.57923 0.55544 0.1 0.0 0.5 -0.6550
H 0.08012 5.13744 0.16330 0.0 0.1 -0.1 0.2904
H 0.66937 3.77096 0.04131 0.1 0.0 -0.2 0.4003
O 0.13441 -2.83210 -2.59023 -0.1 0.7 -0.9 -0.4660
H 0.21939 -3.32720 -1.78292 -0.1 -0.4 0.3 0.2464
H -0.30582 -3.36473 -3.25495 -0.1 -0.3 0.2 0.2070
O 1.40317 0.04224 4.25659 -0.1 -0.7 0.1 -0.6529
H 1.61941 -0.55689 4.97806 0.2 0.2 0.3 0.2773
H 0.88955 -0.55278 3.69471 -0.1 0.2 -0.3 0.3271
O -1.00679 -1.16362 -0.80259 -0.1 0.8 0.1 -0.5501
H -1.84933 -1.00044 -0.36898 -0.2 -0.4 0.2 0.1704
H -1.24016 -1.40303 -1.70768 0.3 -0.4 -0.1 0.3892
O -2.15325 1.30582 -2.27589 -0.6 1.4 0.8 -0.6048
H -1.80834 0.55185 -1.82245 0.8 -0.8 0.7 0.3525
H -2.25356 0.95905 -3.14586 -0.1 -0.2 -1.3 0.3023
O -3.71599 -1.83892 0.94310 -0.3 0.1 -0.2 -0.5665
H -4.24805 -2.16308 1.67159 0.0 -0.3 0.2 0.2752
H -4.06646 -0.94304 0.80811 0.4 0.0 0.0 0.2852
O -3.24962 0.86844 0.80601 -0.7 0.2 -0.2 -0.6417
H -2.32189 0.68197 0.91713 0.6 -0.3 -0.3 0.2316
H -3.33271 1.46734 0.05817 0.2 0.1 -0.3 0.2801
O 1.59954 -2.74606 1.12858 0.5 -0.3 -0.3 -0.6300
H 1.58570 -3.06078 0.21347 -0.2 0.3 -0.1 0.2419
H 2.55132 -2.63080 1.23463 0.1 0.4 0.3 0.2770
O 1.51054 2.12586 -3.52283 -0.1 0.1 0.1 -0.7735
H 0.99230 2.69996 -2.94907 0.1 0.3 0.1 0.3843
H 1.86562 1.49960 -2.85412 0.3 0.1 -0.1 0.4707
O 1.48387 1.80065 1.06938 -0.1 0.1 0.1 -0.5804
H 1.51788 2.64743 1.53833 0.2 0.1 -0.1 0.3219
H 0.76769 1.41034 1.58325 0.0 -0.3 0.0 0.2262
O 3.99934 -0.40734 1.37252 -0.2 0.2 0.0 -0.5648
H 3.55702 0.41476 1.62753 -0.3 -0.2 0.0 0.3076
H 4.85897 -0.11695 1.06871 0.3 0.0 0.0 0.2779
O 2.35886 0.57639 -1.48958 0.0 -0.3 -1.6 -0.5039
H 3.11406 0.82268 -0.95944 -0.5 -0.1 0.8 0.1699
H 1.54656 0.39319 -1.01107 0.4 0.1 0.8 0.2570
O 2.61793 -2.47682 -1.87545 -0.4 -2.1 1.4 -0.5615
H 2.11446 -1.90391 -2.41990 -0.3 1.0 -0.8 0.2806
H 3.53791 -2.29526 -1.83472 0.9 0.8 -0.3 0.2380
O -3.10866 -3.61504 -1.38579 -0.2 0.3 -0.5 -0.5936
H -2.67715 -4.44031 -1.17781 0.1 -0.2 0.3 0.2959
H -3.43460 -3.22718 -0.56328 0.1 0.0 0.2 0.3291
```
Forces are in eV/Å.

=====

Number 1: strongest force on any atom 0.035 Eh/bohr. Number 2: strongest force on any atom 0.159 Eh/bohr. Number 3: strongest force on any atom 0.053 Eh/bohr. Number 4: strongest force on any atom 0.049 Eh/bohr.